## one
A 2-piece molecular cluster, C3H9N3 overall, computed with the ωB97M-V functional and the def2-TZVPD basis.

Results
Highest occupied orbital energy ... -8.8 eV
SMILES string ... C/N=N\C.C=N
Gap between HOMO and LUMO ... 9.7 eV

The geometry in XYZ format:
```
15
C3H9N3 the ωB97M-V functional and the def2-TZVPD basis
C 1.92041 0.91610 -0.80006
N 0.96523 1.03772 0.32322
N 0.29830 0.09616 0.80145
C 0.53424 -1.27008 0.48009
H 1.34805 1.10786 -1.74397
H 2.69967 1.76087 -0.84793
H 2.40406 -0.00768 -0.97243
H 1.30657 -1.75565 1.18729
H 0.78597 -1.66205 -0.55653
H -0.43009 -1.56802 0.88373
C -2.41597 0.47923 0.60372
N -2.16450 0.25983 -0.60529
H -2.46231 1.52906 0.95267
H -2.73867 -0.31911 1.26662
H -2.05095 -0.60424 -0.97260
```

Löwdin population analysis, charges in e, atoms 1 to 4:
1 C -0.13
2 N -0.05
3 N -0.12
4 C -0.16

---

## two
The molecule C3H9N3, computed with the ωB97M-V functional and the def2-TZVPD basis.

Results
Highest occupied orbital energy ... -8.3 eV
SMILES string ... C/C(=C\N)NN
Gap between HOMO and LUMO ... 9.2 eV

The geometry in XYZ format:
```
15
C3H9N3 the ωB97M-V functional and the def2-TZVPD basis
C 1.15003 0.56774 1.01084
C 0.17734 -0.19209 0.19716
C -0.02688 -0.61594 -0.99856
N 1.35181 -0.64287 -1.87368
N -1.38088 -0.40169 0.85069
N -2.39026 0.48464 0.47894
H 1.66710 -0.09703 1.70805
H 1.89595 1.06636 0.38673
H 0.63140 1.33757 1.59451
H -0.80622 -1.06436 -1.58915
H 2.12470 -0.06684 -1.54363
H 1.72752 -1.58060 -2.01328
H -1.23201 -0.37316 1.86184
H -2.85612 0.15281 -0.36215
H -2.03349 1.42545 0.29167
```

Löwdin population analysis, charges in e, atoms 1 to 4:
1 C -0.06
2 C -0.25
3 C -0.07
4 N -0.02

---

Taking the most stable structure as the zero point, the relative energies in kJ/mol are one 34.1; two 0.0.